Record 1
Here is a 2-piece molecular cluster, C4H12N3S overall at a distorted geometry from the OMol25 dataset. Energies are from ωB97M-V/def2-TZVPD.

```
20
Properties=species:S:1:pos:R:3:forces:R:3
C -0.861689 -2.103665 -1.633423 0.524 0.176 -0.568
C 0.143091 -1.347723 -2.205821 -0.887 -2.242 0.755
N 1.251096 -0.854192 -1.555164 0.042 1.440 0.066
N -1.861177 -2.803397 -2.396456 -0.061 1.405 -1.063
H -1.057948 -2.311483 -0.582731 0.980 0.791 0.252
H 0.223091 -1.380563 -3.308524 -0.381 0.222 0.559
H 1.178692 -0.480787 -0.505361 0.403 -0.866 -1.380
H 1.767378 -0.201981 -2.164898 -0.408 -0.465 0.726
H -2.773803 -2.629531 -2.027575 -0.441 -0.011 0.076
H -1.757660 -3.775442 -2.561549 0.466 -0.796 0.134
C -0.250781 0.189695 1.242623 -0.072 -0.205 -0.665
C -0.455951 1.334090 2.226037 -0.101 0.570 -0.269
S 0.419869 2.813116 1.485887 -0.400 -0.136 0.657
N 1.196851 -0.001200 1.024031 -0.163 1.173 -0.497
H -0.698385 0.505835 0.249929 0.517 -0.265 1.005
H -0.722593 -0.782256 1.468318 0.090 0.281 0.376
H -0.072881 1.105640 3.241279 -0.062 -0.035 -0.480
H -1.524567 1.546691 2.311386 0.001 0.051 0.088
H 1.677508 -0.452180 1.787111 -0.222 -0.175 0.337
H 1.487857 1.023361 1.035046 0.173 -0.913 -0.110
```
Forces are in eV/Å.

The largest force on an atom comes out at 2.53 eV/Å. The molecular weight is 134.2 u. Its orbital gap is 0.2435 Ha. Its highest occupied orbital energy is -2.9 eV. The total energy comes out at -19647.9305 eV. For the energy above the lowest of the compared OMol25 structures with the same formula, charge and spin, the calculation gives 51.6 kcal/mol. Its total charge is -1.

Atomic partial charges in e from the Löwdin method, atoms 1 to 8: C -0.247; C -0.243; N -0.003; N -0.052; H 0.073; H 0.098; H 0.042; H 0.070

---

Record 2
Here is an isolated ion of composition C3H2NO3 and charge -1 at a distorted geometry from the OMol25 dataset. Energies are from ωB97M-V/def2-TZVPD.

```
9
Properties=species:S:1:pos:R:3:forces:R:3
C 0.658604 -1.684121 -0.540820 -0.914 -1.212 1.495
C -1.671611 -0.035474 0.336415 -1.881 -1.191 -0.227
C 0.905624 0.657509 0.050551 -0.039 -0.588 -0.267
N -0.363642 0.975888 0.015236 0.460 0.916 -0.616
O -2.071274 -0.600713 -0.629865 0.222 0.431 0.499
O 1.863594 1.111801 0.625495 0.288 -0.055 -0.248
O 1.148959 -0.552889 -0.822079 2.027 3.268 -1.298
H 0.122959 -1.659809 0.391703 -0.618 -1.512 0.411
H -0.593210 1.787804 0.573368 0.455 -0.056 0.251
```
Forces are in eV/Å.

The largest force on an atom comes out at 4.06 eV/Å. The molecular weight is 100.1 u. Its spin multiplicity is 3. Its orbital gap (alpha / beta) is 0.2435 / 0.2506 Ha. Its highest occupied orbital energy (alpha / beta) is -2.4 / -3.4 eV. The total energy comes out at -10771.4532 eV. For the energy above the lowest of the compared OMol25 structures with the same formula, charge and spin, the calculation gives 32.3 kcal/mol. Its total charge is -1.

Atomic partial charges in e from the Löwdin method, atoms 1 to 8: C -0.064; C -0.284; C -0.590; N 0.035; O -0.117; O 0.041; O -0.115; H 0.014

---

Record 3
Here is a 2-piece molecular cluster, C5H7NO overall at a distorted geometry from the OMol25 dataset. Energies are from ωB97M-V/def2-TZVPD.

```
14
Properties=species:S:1:pos:R:3:forces:R:3
C 2.454059 -1.276525 -1.409844 2.505 -1.126 -0.537
C 0.017672 -0.472827 -0.507804 3.327 -2.366 -0.837
C -1.442883 1.365066 0.398166 3.323 2.009 4.994
C -1.583572 0.286889 1.425099 -0.451 -0.539 -2.918
C -0.259250 0.454277 0.552604 -0.318 0.207 1.485
N 2.188614 -0.501915 -0.477144 -3.460 0.323 -0.151
O -0.418950 -1.294495 -1.243775 0.023 1.866 1.271
H 3.619801 -1.507556 -1.514002 -2.219 0.237 -0.203
H 1.772562 -1.848358 -2.123440 0.354 0.776 0.843
H -1.945480 1.438672 -0.428371 -2.847 -0.194 -4.644
H -1.111691 2.402174 0.748509 -0.942 -1.503 -0.189
H -1.689468 0.642475 2.412784 0.608 -0.122 1.067
H -2.241434 -0.582390 1.127823 0.959 1.109 0.431
H 0.640020 0.894514 1.039393 -0.861 -0.676 -0.612
```
Forces are in eV/Å.

The largest force on an atom comes out at 6.33 eV/Å. The molecular weight is 97.1 u. Its orbital gap (alpha / beta) is 0.3131 / 0.3132 Ha. Its highest occupied orbital energy (alpha / beta) is -7.9 / -7.9 eV. The total energy comes out at -8831.6206 eV. For the energy above the lowest of the compared OMol25 structures with the same formula, charge and spin, the calculation gives 105.7 kcal/mol. Its total charge is 0.

Atomic partial charges in e from the Löwdin method, atoms 1 to 8: C -0.260; C -0.180; C -0.118; C -0.039; C -0.219; N 0.007; O 0.118; H 0.084

---

Record 4
Here is an isolated ion of composition C6H12N3 and charge +1 at a distorted geometry from the OMol25 dataset. Energies are from ωB97M-V/def2-TZVPD.

```
21
Properties=species:S:1:pos:R:3:forces:R:3
C 1.307455 -1.393729 0.265079 2.827 -1.023 -4.920
N 0.151811 -0.653971 0.600582 -1.348 0.558 -1.893
C 0.460318 0.766173 0.936324 2.747 -0.765 0.975
N -0.685695 1.258497 1.599962 -0.116 0.939 -1.625
C 0.929210 1.486745 -0.340809 -1.464 0.582 -0.892
C 0.155408 1.502942 -1.451260 2.663 1.010 0.687
C -0.954722 0.673721 -1.670478 -1.343 -1.037 0.106
C -1.115383 -0.439799 -0.973484 0.036 0.048 0.440
N -1.925953 -1.480572 -0.931513 -1.119 -0.111 1.765
H 1.828770 -0.773057 -0.695601 -1.203 -1.721 2.633
H 2.096231 -1.447092 1.031589 -0.557 -0.072 -0.008
H 1.106210 -2.455047 -0.214343 0.158 2.097 1.350
H -0.416350 -1.171869 1.281697 0.013 0.883 -0.024
H 1.430259 0.727055 1.596870 -1.780 0.057 -0.741
H -0.994966 2.130665 1.149660 -0.022 -0.489 1.261
H -0.600752 1.175264 2.588997 -0.291 0.768 0.544
H 1.842291 2.080867 -0.390317 -0.234 -0.232 0.605
H 0.432924 2.050845 -2.355684 0.303 0.154 0.564
H -1.606053 1.026345 -2.510782 0.173 -1.181 0.937
H -1.526272 -2.361417 -1.167497 0.260 -0.752 -0.576
H -2.471990 -1.582447 -0.044551 0.298 0.287 -1.188
```
Forces are in eV/Å.

The largest force on an atom comes out at 5.77 eV/Å. The molecular weight is 126.2 u. Its orbital gap is 0.3462 Ha. Its highest occupied orbital energy is -13.2 eV. The total energy comes out at -10877.2956 eV. For the energy above the lowest of the compared OMol25 structures with the same formula, charge and spin, the calculation gives 92.7 kcal/mol. The SMILES is CN[C@H](N)/C=C\C=C=[NH2+]. Its total charge is +1.

Atomic partial charges in e from the Löwdin method, atoms 1 to 8: C -0.106; N -0.086; C -0.403; N 0.091; C -0.018; C -0.099; C -0.029; C -0.089